Entry 1:
50
Properties=species:S:1:pos:R:3:mulliken_charge:R:1 method="wB97M-V/def2-TZVPD" homo_lumo_gap_ev=6.43 de_lowest_kcal_mol=24.4 total_energy_ha=-2362.881608 lumo_ha=0.1736 total_charge=-2
Pd -0.4532 0.6062 -0.4306 0.31
O 2.0316 -1.0175 0.3844 -0.63
S 2.4924 0.3004 0.0261 1.45
O 3.9418 0.4419 -0.0254 -0.80
O 1.8360 0.8672 -1.1738 -0.76
C 2.0182 1.4596 1.3718 0.47
C 2.8784 2.5692 1.3618 -0.91
C 2.8586 3.5526 2.3299 -0.67
C 1.9644 3.4350 3.3869 -0.45
C 1.0882 2.3680 3.3966 -0.72
C 1.0662 1.3887 2.3924 0.12
S -0.4678 0.3961 2.5815 1.27
O -1.4631 1.3546 2.0372 -0.56
O -0.5970 0.2166 4.0195 -0.82
O -0.4018 -0.8262 1.8146 -0.56
H 3.6060 2.6185 0.5637 0.46
H 3.5493 4.3854 2.2634 0.35
H 1.9354 4.1640 4.1886 0.38
H 0.3609 2.2729 4.1916 0.44
C -1.4038 6.3852 0.8982 -1.64
C -1.3720 4.9629 1.4531 0.86
C -2.7643 4.3349 1.4796 -1.47
C -0.3723 4.0789 0.7033 -0.18
N -0.6921 3.9028 -0.7007 1.41
C -1.4678 2.9666 -1.2713 -0.67
N -1.4939 3.1888 -2.5676 -0.39
N -0.6928 4.2541 -2.7761 -0.78
N -0.2262 4.7020 -1.6690 -0.42
H -2.0869 7.0077 1.4818 0.45
H -1.7447 6.3839 -0.1391 0.31
H -0.4104 6.8384 0.9219 0.36
H -0.9937 4.9925 2.4802 0.33
H -3.2297 4.3852 0.4910 0.29
H -3.4128 4.8728 2.1755 0.45
H -2.6989 3.2900 1.7868 0.31
H -0.3671 3.0874 1.1561 -0.51
H 0.6318 4.4989 0.7479 0.14
H -2.0090 2.2192 -0.6979 1.09
N -6.0051 -1.6127 -0.2795 -0.64
C -4.8976 -1.4790 -0.5754 0.09
C -3.5496 -1.3145 -0.9709 0.37
C -3.1516 -0.2202 -1.7454 -0.15
C -1.8328 -0.1336 -2.1655 -0.84
C -0.9267 -1.1237 -1.7307 -0.22
N -1.3184 -2.1997 -1.0050 -0.54
C -2.5745 -2.2712 -0.6338 -0.38
H -3.8759 0.5305 -2.0384 0.47
H -1.5129 0.6419 -2.8479 0.68
H 0.0880 -1.1491 -2.1146 0.48
H -2.8587 -3.1328 -0.0368 0.38


Entry 2:
44
Properties=species:S:1:pos:R:3:mulliken_charge:R:1 method="wB97M-V/def2-TZVPD" homo_lumo_gap_ev=6.07 de_lowest_kcal_mol=14.7 total_energy_ha=-1505.926300 lumo_ha=-0.4670 total_charge=+3
W -0.1080 0.4934 -0.5409 0.98
C -3.1432 -4.4235 0.0743 -1.28
C -2.5618 -3.4062 0.9786 0.87
N -2.5238 -3.4491 2.2740 -0.59
N -1.9072 -2.3006 2.6681 0.23
C -1.5394 -1.5551 1.6496 0.37
S -0.8425 0.0316 1.6648 -0.27
N -1.9462 -2.2250 0.5607 0.21
N -1.7632 -1.6886 -0.7204 -0.77
H -3.5830 -5.2102 0.6837 0.36
H -2.3763 -4.8723 -0.5604 0.38
H -3.9260 -3.9922 -0.5522 0.35
H -1.7881 -2.1142 3.6589 0.19
H -2.6727 -1.3866 -1.0765 0.35
H -1.4373 -2.4406 -1.3281 0.40
N -0.4901 2.3091 -0.2307 -0.34
C -0.7547 3.4522 0.0050 0.97
C -1.0518 4.7273 0.2685 0.39
C 0.0153 5.6528 0.4565 -0.12
N 0.8965 6.3728 0.6219 -0.15
C -2.4236 5.1074 0.3407 -0.16
N -3.5442 5.3631 0.3739 -0.15
C 3.2156 0.4570 -2.4044 -1.86
C 1.7657 0.1145 -2.0022 1.80
C 1.5456 -1.4040 -1.9335 -1.17
C 1.6845 0.6599 -0.4177 -0.54
C 0.7346 0.8789 -2.8210 0.18
C 0.9683 2.1493 -3.3480 -0.80
C -0.0728 2.8545 -3.9294 -0.80
C -1.3859 2.3562 -3.9486 -0.73
C -1.6476 1.1115 -3.4310 -0.65
C -0.5934 0.3519 -2.8623 -0.33
H 3.9099 -0.1304 -1.8070 0.48
H 3.4490 1.5098 -2.2667 0.56
H 3.3415 0.1951 -3.4562 0.43
H 2.3833 -1.8666 -1.4135 0.40
H 1.4430 -1.8470 -2.9258 0.40
H 0.6527 -1.6878 -1.3419 0.20
H 2.6261 0.8152 0.0983 0.44
H 1.9579 2.5830 -3.3310 0.43
H 0.1339 3.8179 -4.3800 0.48
H -2.1755 2.9328 -4.4123 0.52
H -2.6368 0.6797 -3.5179 0.50
H -0.7170 -0.7284 -2.8259 0.83


Entry 3:
38
Properties=species:S:1:pos:R:3:lowdin_spin:R:1 method="wB97M-V/def2-TZVPD" homo_lumo_gap_ev="5.33 / 8.34" de_lowest_kcal_mol=48.2 total_energy_ha=-1947.414718 spin_multiplicity=5 lumo_ha="-0.0340 / -0.0286"
C 3.0638 0.8149 3.5064 0.08
C 1.9092 0.0537 3.1297 0.09
C 1.3675 -0.5244 4.3325 0.07
C 2.1715 -0.1029 5.4488 0.06
C 3.2247 0.7343 4.9456 0.06
Fe 1.4608 1.4794 4.5073 3.13
C 1.2866 3.1006 5.6506 0.09
C 1.5292 3.4512 4.2706 0.06
C 0.5248 2.7932 3.4426 0.07
C -0.3630 1.9821 4.3584 0.06
C -1.3189 0.8623 4.1656 0.04
C -2.7337 1.1052 4.4886 0.00
C -3.7005 0.2971 3.8200 0.00
C -4.9985 0.1867 4.2844 0.00
C -5.4004 1.0161 5.3401 0.01
C -4.5256 1.9479 5.9042 0.00
C -3.2130 2.0346 5.4160 0.01
C 0.1162 2.2485 5.7116 0.04
H 3.7723 1.2825 2.7926 0.01
H 1.5785 -0.1710 2.1097 0.01
H 0.5543 -1.2845 4.3970 0.01
H 2.0669 -0.4770 6.4878 0.01
H 4.0719 1.1394 5.5223 0.01
H 1.7595 3.4905 6.5366 0.01
H 2.2813 4.1700 3.9772 0.01
H 0.4173 2.8437 2.3618 0.01
H -1.2838 0.5711 3.0766 0.00
H -3.3692 -0.2780 2.9395 0.00
H -5.7157 -0.4515 3.7752 0.00
H -6.4570 1.0282 5.6332 0.00
H -4.8523 2.6645 6.6439 0.00
H -2.5342 2.8441 5.7579 0.00
H -0.3875 1.8133 6.5474 0.00
H -1.0930 -0.1292 5.1792 0.01
B -1.1081 -0.9228 6.2117 0.03
H -1.6439 -1.9707 5.8753 0.00
H 0.0275 -1.0568 6.6354 0.00
H -1.7403 -0.4676 7.1365 0.00


Entry 4:
46
Properties=species:S:1:pos:R:3:mulliken_charge:R:1 method="wB97M-V/def2-TZVPD" homo_lumo_gap_ev=6.91 total_energy_ha=-2012.114564 lumo_ha=-0.2878 total_charge=+2
H -0.4049 3.3560 0.8111 0.52
N -0.1580 2.0367 -0.8149 0.35
B 0.3088 0.8163 -2.9753 -0.02
N 0.4406 2.0438 -2.0258 -0.08
C 1.1249 3.1967 -2.1197 -0.12
Ti -0.8647 -1.1741 -0.3421 0.43
H 1.7070 3.4292 -2.9950 0.50
C 0.9168 3.9310 -0.9543 -1.07
H 1.3336 4.8856 -0.7064 0.43
C 0.0599 3.1823 -0.1513 0.16
H 0.6020 1.1388 -4.0986 -0.01
C -1.2637 -3.1631 -0.0898 -0.93
H -1.6836 -3.3000 0.9245 0.39
H -0.3096 -3.7085 -0.1572 0.25
H -1.9871 -3.5684 -0.8127 0.45
N -1.1273 0.2079 -2.9264 -0.11
N 1.2389 -0.3064 -2.4532 -0.18
N -1.6798 -0.3359 -1.7592 0.12
N 0.9195 -1.0217 -1.3135 0.48
C -1.9347 -0.0447 -3.9590 0.11
C 2.4325 -0.7064 -2.9140 0.00
H -1.6222 0.2203 -4.9635 0.48
H 2.8491 -0.2588 -3.8043 0.49
C -3.0957 -0.6588 -3.4858 -1.15
C 2.9018 -1.7364 -2.0988 -1.17
C -2.9381 -0.8090 -2.1152 -0.33
C 1.9387 -1.9082 -1.1019 -0.14
H -3.9287 -0.9679 -4.0965 0.45
H 3.8197 -2.2808 -2.2040 0.44
H -3.6084 -1.2134 -1.3703 0.58
H 1.9313 -2.5784 -0.2591 0.47
H -0.7539 1.2726 -0.5162 0.25
O 0.3985 -1.2583 1.2913 -0.54
C -0.3472 -0.4458 1.9352 1.18
O -1.3590 0.0051 1.2571 -0.81
C -0.0542 -0.1317 3.3370 0.51
C -0.2863 1.1378 3.8729 -0.32
C 0.0750 1.3738 5.1989 -0.66
C 0.6553 0.3578 5.9713 -0.41
C 0.8949 -0.8999 5.4076 -0.60
C 0.5731 -1.1340 4.0749 -0.40
H -0.7202 1.9186 3.2519 0.41
H -0.0833 2.3498 5.6575 0.41
H 0.9434 0.5388 7.0092 0.40
H 1.3406 -1.7053 5.9908 0.41
H 0.8048 -2.0830 3.5929 0.42


Entry 5:
47
Properties=species:S:1:pos:R:3:lowdin_spin:R:1 method="wB97M-V/def2-TZVPD" homo_lumo_gap_ev="8.65 / 6.86" total_energy_ha=-1366.248818 spin_multiplicity=3 lumo_ha="0.0185 / -0.0471"
H 0.6079 3.4983 -0.3077 0.00
N 0.4264 1.9095 -1.6803 0.15
B 0.2527 0.4275 -3.7489 0.00
N 0.5549 1.7900 -3.0528 0.01
C 0.9153 2.9873 -3.5605 0.00
Pd -0.0756 0.2691 -0.4376 1.41
H 1.0754 3.0960 -4.6187 0.00
C 1.0036 3.8919 -2.5048 0.00
H 1.2630 4.9304 -2.5687 0.00
C 0.6804 3.1770 -1.3404 0.01
H 0.3633 0.4767 -4.9347 0.00
C -2.4503 -2.4450 2.4757 0.00
H -1.6400 -2.9189 3.0410 0.00
H -1.9935 -1.8678 1.6600 0.00
H -3.1278 -3.1970 2.0550 0.00
N -1.1858 0.0180 -3.2863 0.00
N 1.2180 -0.6250 -3.1116 0.01
N -1.4090 -0.1376 -1.9293 0.08
N 1.2046 -0.8011 -1.7396 0.17
C -2.3215 -0.2904 -3.9413 0.00
C 2.0778 -1.5199 -3.6457 0.00
H -2.3703 -0.2323 -5.0174 0.00
H 2.2363 -1.5433 -4.7088 0.00
C -3.2795 -0.6665 -3.0018 0.00
C 2.6019 -2.2867 -2.6053 0.00
C -2.6698 -0.5645 -1.7458 0.01
C 2.0118 -1.8099 -1.4217 0.01
H -4.2829 -0.9905 -3.1842 0.00
H 3.2983 -3.0967 -2.6743 0.00
H -3.0217 -0.7700 -0.7476 0.00
H 2.0898 -2.1353 -0.3925 0.00
H -2.9802 -1.7430 3.1077 0.00
O 0.6336 2.2696 2.8465 0.00
C 0.5230 1.2341 3.6997 0.00
C 0.0231 1.4813 4.9945 0.00
C -0.0091 0.4478 5.9241 0.00
C 0.4309 -0.8390 5.5777 0.00
C 0.8772 -1.0995 4.2829 0.00
C 0.9116 -0.0853 3.3268 0.00
C 1.1540 -0.4392 1.8826 0.01
O 1.1445 -1.6273 1.5207 0.04
O 1.3480 0.5910 1.0653 0.05
H 0.9606 1.8383 1.9873 0.00
H -0.3151 2.4895 5.2394 0.00
H -0.3864 0.6492 6.9277 0.00
H 0.4259 -1.6463 6.3124 0.00
H 1.2047 -2.0946 3.9817 0.00


Entry 6:
65
Properties=species:S:1:pos:R:3:mulliken_charge:R:1 method="wB97M-V/def2-TZVPD" homo_lumo_gap_ev=9.57 total_energy_ha=-12382.291908 lumo_ha=0.0105
C 0.5676 1.7271 -0.1156 -0.22
C 0.3715 0.1843 -0.3658 0.48
N 1.2561 -0.4828 -1.0152 -0.52
C -0.9485 -0.5035 0.1573 -0.41
O -1.6642 0.5071 0.9001 -0.12
S -2.5750 -0.1415 2.1240 0.60
O -1.9094 0.1526 3.3995 -0.59
O -4.0147 0.7879 2.0634 -0.38
C -4.2385 0.9369 0.6553 0.34
C -4.6485 -0.2971 -0.0391 -0.07
C -4.8667 -0.2693 -1.4826 -0.30
C -4.6551 0.9850 -2.1858 -0.51
C -4.2597 2.2258 -1.5006 -0.48
C -4.0382 2.1994 -0.0444 -0.41
H 0.2556 2.0526 0.9080 0.22
H 1.6500 2.0297 -0.2304 -0.23
H -0.0259 2.3450 -0.8493 0.23
H 1.9760 0.2223 -1.2384 0.09
H -1.5875 -0.7857 -0.7286 0.21
H -0.7498 -1.4496 0.7215 0.50
H -4.7843 -1.2365 0.5474 0.35
H -5.1722 -1.2336 -1.9704 0.31
H -4.7932 0.9935 -3.2920 0.34
H -4.1024 3.1716 -2.0771 0.35
H -3.7068 3.1063 0.5101 0.39
C -7.1203 -4.2670 -2.1429 0.01
Cl -6.4804 -2.9010 -1.2172 -0.11
Cl -8.8745 -4.3649 -1.9739 -0.08
Cl -6.6650 -4.1288 -3.8449 -0.13
H -6.6875 -5.1804 -1.7469 0.28
C -3.2249 2.6338 5.3699 0.49
Cl -2.0191 3.0261 6.6012 -0.14
Cl -4.8322 2.4985 6.0948 -0.14
Cl -3.2220 3.8499 4.0873 -0.14
H -2.9653 1.6748 4.9299 -0.07
C -11.2091 -7.8672 -1.5329 0.03
Cl -9.5545 -7.7482 -0.9219 -0.11
Cl -11.9719 -6.2728 -1.5834 -0.12
Cl -11.2279 -8.6154 -3.1334 -0.12
H -11.7780 -8.4959 -0.8555 0.31
C 4.9872 3.2522 -0.6379 0.64
Cl 4.6851 4.2603 -2.0573 -0.12
Cl 4.7434 4.1798 0.8457 -0.14
Cl 3.9481 1.8228 -0.6561 -0.14
H 6.0193 2.9212 -0.6667 -0.40
C 8.8945 5.1387 -2.0426 0.03
Cl 8.5677 6.1483 -3.4558 -0.13
Cl 8.6568 6.0572 -0.5527 -0.10
Cl 7.8653 3.7011 -2.0550 0.00
H 9.9297 4.8172 -2.0841 0.22
C 5.6235 -1.5999 -1.3478 -0.19
Cl 6.3942 -0.0768 -1.8097 -0.05
Cl 5.2538 -1.6104 0.3790 -0.08
Cl 4.1560 -1.8624 -2.2942 -0.10
H 6.3145 -2.4102 -1.5566 0.39
C 2.9846 -3.8574 2.7246 -0.06
Cl 2.5035 -2.4718 1.7414 -0.02
Cl 3.0471 -5.3257 1.7421 -0.13
Cl 4.5473 -3.5599 3.4977 -0.12
H 2.2414 -3.9992 3.5026 0.33
C 10.6716 2.5855 0.8051 -0.05
Cl 11.3037 3.9702 1.7012 -0.11
Cl 8.9146 2.4861 0.9705 -0.05
Cl 11.1394 2.6815 -0.8985 -0.12
H 11.1040 1.6824 1.2238 0.35


Entry 7:
46
Properties=species:S:1:pos:R:3:mulliken_charge:R:1 method="wB97M-V/def2-TZVPD" homo_lumo_gap_ev=6.25 total_energy_ha=-2035.018858 lumo_ha=0.0141 total_charge=-1
C 2.8572 -2.2526 1.0073 -0.63
Si 1.2341 -2.2394 0.0043 0.17
C -0.0220 -3.6084 0.5730 -1.01
C 1.6666 -2.7015 -1.8328 -1.03
C 0.4172 -0.4878 -0.0984 0.67
C 1.1625 0.7780 -0.6433 -0.37
C 0.4772 2.1878 -0.7668 0.72
C 1.2311 3.4685 -1.3637 -0.47
C 2.8238 3.3465 -1.3879 -0.30
F 3.2849 3.6084 -0.0353 -0.31
C -1.0051 2.2967 -0.3176 0.00
C -1.7320 1.0154 0.2366 0.29
C -1.0709 -0.3711 0.3650 -0.68
C -3.2779 1.2214 0.6442 0.13
O -3.8152 0.6621 1.6277 -0.54
C -4.0744 2.2619 -0.3037 0.50
C -5.5909 1.8740 -0.6448 -0.61
C -5.4933 0.5314 -1.5553 0.03
O -5.3927 -0.6189 -1.0336 -0.46
C -3.4163 3.4223 -0.8157 -0.65
C -1.8670 3.6548 -0.4224 0.21
O -1.3989 4.7963 -0.1857 -0.55
H 3.5543 -1.4505 0.5687 0.29
H 2.6835 -2.0895 2.1340 0.20
H 3.3397 -3.2865 0.8340 0.21
H 0.1086 -4.5486 -0.0827 0.28
H -1.1165 -3.2871 0.4228 0.27
H 0.1233 -3.8093 1.6857 0.31
H 1.8707 -3.8331 -1.8892 0.30
H 0.7597 -2.4971 -2.5236 0.28
H 2.5453 -2.0981 -2.2473 0.27
H 2.2476 0.6120 -0.9877 -0.09
H 0.8962 3.5414 -2.4683 0.29
H 0.9551 4.4518 -0.8617 0.32
H 3.2054 2.3333 -1.7554 0.27
H 3.3061 4.1328 -2.0807 0.28
H -1.6921 -1.2231 0.7839 0.21
H -6.2294 1.6484 0.2734 0.30
H -6.0923 2.6546 -1.3316 0.29
H -5.4603 0.5532 -2.7031 0.32
H -3.9443 4.1509 -1.5097 0.28
O 3.2733 -2.9288 4.5456 -0.67
Cl 4.3885 -3.7603 4.1383 1.68
O 4.4269 -4.9537 4.9567 -0.68
O 5.6244 -3.0239 4.2995 -0.67
O 4.2280 -4.1345 2.7476 -0.65


Entry 8:
41
Properties=species:S:1:pos:R:3:mulliken_charge:R:1 method="wB97M-V/def2-TZVPD" homo_lumo_gap_ev=9.35 de_lowest_kcal_mol=10.8 total_energy_ha=-1379.413674 lumo_ha=0.0271 smiles="CC[C@H](C)c1ccc(OCC(=O)Nc2ccc(Cl)cn2)cc1"
C 2.0329 4.9207 0.1575 -1.29
C 1.7764 3.8201 1.1847 -1.00
C 2.2875 2.4226 0.7985 0.74
C 3.6854 2.4847 0.1711 -1.53
C 1.3651 1.6305 -0.1030 0.10
C 1.5809 0.2621 -0.2223 -1.08
C 0.7996 -0.5380 -1.0361 -0.22
C -0.2368 0.0320 -1.7621 0.75
O -1.0880 -0.6584 -2.5961 -0.56
C -0.8099 -2.0111 -2.8511 -0.56
C -1.0700 -2.9423 -1.6616 0.56
O -0.5373 -4.0239 -1.5659 -0.65
N -1.9650 -2.4185 -0.7836 -0.04
C -2.4308 -2.9478 0.4102 0.27
C -2.0504 -4.1969 0.9038 -0.18
C -2.5870 -4.6070 2.1083 -0.63
C -3.4748 -3.7651 2.7687 0.49
Cl -4.1725 -4.2333 4.2754 -0.21
C -3.7922 -2.5415 2.1957 -0.50
N -3.2808 -2.1478 1.0468 -0.55
C -0.4780 1.3958 -1.6417 -1.28
C 0.3113 2.1795 -0.8231 0.09
H 1.4992 5.8236 0.4476 0.37
H 3.0915 5.1608 0.1054 0.34
H 1.7029 4.6322 -0.8364 0.34
H 2.2668 4.1124 2.1168 0.45
H 0.7069 3.7520 1.3952 0.41
H 2.3728 1.8501 1.7316 0.34
H 3.6459 2.9514 -0.8093 0.36
H 4.0924 1.4838 0.0515 0.47
H 4.3589 3.0549 0.8070 0.37
H 2.3759 -0.2015 0.3440 0.39
H 1.0037 -1.5967 -1.0839 0.40
H 0.2192 -2.1627 -3.1987 0.40
H -1.4898 -2.3028 -3.6589 0.36
H -2.3371 -1.4971 -0.9917 0.24
H -1.3595 -4.8129 0.3535 0.48
H -2.3244 -5.5639 2.5319 0.43
H -4.4781 -1.8554 2.6719 0.38
H -1.2942 1.8263 -2.2006 0.43
H 0.0813 3.2293 -0.7507 0.34